Record 1
C24H38F18N2O6PS3 | the ωB97M-V functional and the def2-TZVPD basis

Properties
E_LUMO	2.011	eV
DFT total energy	-4831.72633	hartree
frontier orbital gap	0.3042	Ha
HOMO energy	-0.230	Ha

```
! wB97M-V def2-TZVPD RIJCOSX def2/J DEFGRID3
* xyz -1 1
C 1.534 -1.719 5.897
C 0.442 -2.796 5.897
O -0.709 -2.362 5.207
C -0.923 -3.095 3.983
C -2.290 -2.653 3.416
P -2.388 -2.369 1.531
O -2.669 -2.156 -0.256
C -3.908 -2.150 -0.588
N -5.037 -2.201 -0.827
S -1.311 -4.244 1.100
O 0.147 -4.140 1.133
O -1.792 -5.286 1.997
C -1.676 -4.880 -0.640
F -2.970 -4.828 -0.958
F -1.354 -6.179 -0.584
C -0.767 -4.254 -1.751
F 0.386 -4.947 -1.734
F -0.427 -2.997 -1.486
C -1.300 -4.412 -3.196
F -1.650 -5.694 -3.337
F -0.328 -4.125 -4.050
C -2.552 -3.553 -3.581
F -2.405 -3.167 -4.858
F -3.669 -4.245 -3.532
F -2.679 -2.465 -2.860
O -3.335 -0.924 1.791
C -2.608 0.203 1.434
C -1.116 -0.085 1.716
C -0.132 0.558 0.695
C 1.223 -0.145 0.786
C 2.338 0.649 0.056
F 2.132 0.470 -1.260
F 2.210 1.942 0.405
C 3.702 0.111 0.576
F 3.649 -1.202 0.695
F 3.835 0.587 1.809
S 5.274 0.531 -0.402
F 4.797 -0.368 -1.617
F 6.020 -0.752 0.220
F 5.871 1.390 0.812
F 4.662 1.846 -1.036
F 6.606 0.840 -1.212
C -0.586 0.325 3.135
S -1.806 0.873 4.365
C -1.647 2.709 4.381
C -1.538 3.351 2.988
O -0.978 -1.471 1.396
H 2.454 -2.100 6.351
H 1.774 -1.377 4.886
H 1.219 -0.839 6.463
H 0.819 -3.743 5.501
H 0.155 -2.941 6.947
H -0.083 -2.946 3.296
H -0.947 -4.155 4.262
H -2.618 -1.782 3.976
H -2.992 -3.456 3.655
H -3.568 -3.178 1.525
H -3.021 1.140 1.798
H -2.619 0.357 0.333
H -0.096 1.626 0.914
H -0.515 0.415 -0.319
H 1.163 -1.103 0.271
H 1.570 -0.339 1.801
H -0.005 -0.517 3.516
H 0.135 1.141 3.033
H -2.547 3.072 4.876
H -0.758 2.927 4.973
H -2.421 3.161 2.381
H -1.467 4.436 3.131
H -0.631 3.031 2.479
C 2.434 3.111 -2.614
C 1.456 2.872 -3.753
N 0.269 3.704 -3.674
C -0.795 3.280 -4.568
C -0.541 3.353 -6.078
C 0.505 5.133 -3.603
C 1.308 5.789 -4.734
H 1.943 3.005 -1.651
H 3.237 2.383 -2.666
H 2.886 4.105 -2.664
H 1.142 1.826 -3.707
H 1.987 2.995 -4.711
H -1.698 3.850 -4.333
H -1.041 2.243 -4.317
H -0.565 4.379 -6.446
H -1.325 2.807 -6.607
H 0.413 2.905 -6.358
H 1.018 5.344 -2.660
H -0.458 5.641 -3.509
H 2.202 5.219 -4.991
H 1.635 6.784 -4.421
H 0.712 5.921 -5.636
*
```



Record 2
C34H60FN2O4 | the ωB97M-V functional and the def2-TZVPD basis

Properties
E_LUMO	-2.557	eV
DFT total energy	-1840.82766	hartree
frontier orbital gap	0.3357	Ha
HOMO energy	-0.430	Ha

```
! wB97M-V def2-TZVPD RIJCOSX def2/J DEFGRID3
* xyz 1 1
C 3.035 1.464 3.572
C 2.031 0.454 3.545
C 0.838 -0.552 2.962
C 1.383 -2.055 2.600
C 2.499 -2.076 1.354
N 1.833 -1.733 0.047
C 2.466 -0.565 -0.711
C 2.599 0.816 0.214
C 1.423 1.769 0.302
C 3.819 -0.947 -1.547
C 5.183 -1.150 -0.688
C 6.006 0.180 -0.245
C 5.681 1.557 -1.064
F 5.936 0.334 1.257
O 3.624 -2.216 -2.325
C 3.114 -3.295 -1.470
C 1.592 -2.952 -0.870
C 0.874 -4.217 -0.127
C -0.751 -3.944 0.164
C -1.707 -5.000 -0.697
C -2.935 -4.180 -1.416
C -4.324 -4.651 -0.674
C -5.097 -3.245 -0.222
C -5.874 -3.600 1.188
C -6.723 -2.354 1.832
C -6.803 -1.010 0.895
C -5.513 0.009 1.068
C -5.560 1.067 -0.207
C -5.072 2.534 0.419
C -4.199 3.339 -0.744
C -2.587 2.982 -0.492
C -1.857 2.947 -1.989
O 0.639 -2.554 -1.959
C 0.572 -3.567 -3.014
N 0.534 -4.371 -4.037
H 3.796 2.384 3.544
H 0.209 -0.074 2.099
H 0.085 -0.685 3.878
H 0.441 -2.727 2.372
H 1.900 -2.555 3.553
H 3.377 -1.380 1.686
H 2.953 -3.180 1.395
H 0.852 -1.399 0.290
H 1.675 -0.229 -1.542
H 3.561 1.145 0.790
H 0.422 1.547 -0.267
H 1.458 2.756 0.967
H 3.915 -0.117 -2.401
H 5.919 -1.792 -1.376
H 5.057 -1.817 0.294
H 7.161 -0.052 -0.448
H 6.682 2.206 -1.033
H 5.482 1.385 -2.228
H 4.858 2.248 -0.570
H 3.839 -3.580 -0.565
H 3.112 -4.278 -2.148
H 0.884 -5.208 -0.794
H 1.322 -4.537 0.903
H -0.993 -4.183 1.308
H -1.053 -2.818 0.010
H -1.132 -5.570 -1.542
H -2.080 -5.838 0.064
H -2.737 -3.025 -1.374
H -2.917 -4.470 -2.572
H -4.171 -5.268 0.312
H -4.931 -5.283 -1.453
H -5.846 -2.939 -1.072
H -4.296 -2.412 0.020
H -6.578 -4.531 0.941
H -5.055 -4.030 1.942
H -7.825 -2.765 2.019
H -6.222 -2.085 2.866
H -7.748 -0.394 1.279
H -7.044 -1.248 -0.248
H -5.655 0.579 2.082
H -4.475 -0.529 1.105
H -4.882 0.736 -1.114
H -6.698 1.142 -0.556
H -4.414 2.312 1.383
H -6.067 3.093 0.707
H -4.388 4.493 -0.541
H -4.575 2.994 -1.812
H -2.052 3.838 0.131
H -2.479 1.935 0.070
H -1.936 1.844 -2.381
H -0.700 3.204 -1.923
H -2.333 3.731 -2.728
O 4.617 4.162 -1.869
C 4.441 5.192 -1.218
O 4.610 5.190 0.123
C 4.602 6.369 0.948
C 3.184 6.757 1.322
C 3.948 6.440 -1.887
H 5.153 7.186 0.473
H 5.153 6.113 1.859
H 2.589 7.007 0.440
H 3.185 7.620 1.994
H 2.678 5.923 1.818
H 2.863 6.382 -2.001
H 4.412 6.510 -2.877
H 4.213 7.356 -1.363
*
```



Record 3
C45H50BHfN11PSb2 | the ωB97M-V functional and the def2-TZVPD basis

Properties
relative energy (zero: lowest compared OMol25 entry of this formula, charge and spin)	0.475	eV
E_LUMO (spin up / spin down)	-11.138 / -13.685	eV
DFT total energy	-3240.43463	hartree
frontier orbital gap (spin up / spin down)	0.2421 / 0.1485	Ha
expectation value of S²	0.76
HOMO energy (spin up / spin down)	-0.651 / -0.651	Ha

```
! wB97M-V def2-TZVPD RIJCOSX def2/J DEFGRID3
* xyz 4 2
Hf -0.105 0.679 -0.203
C -4.021 2.320 -1.442
C -2.917 1.548 -1.729
N -2.029 1.635 -0.723
N -2.530 2.511 0.188
C -3.757 2.892 -0.194
B -1.583 3.108 1.334
N -0.228 3.506 0.579
C 0.333 4.722 0.620
C 1.373 4.780 -0.309
C 1.395 3.534 -0.887
N 0.435 2.738 -0.345
N -1.313 1.915 2.305
C -1.682 1.667 3.572
C -1.384 0.332 3.887
C -0.812 -0.187 2.745
N -0.759 0.770 1.762
N -2.182 4.289 1.992
C -2.734 5.434 1.454
C -2.805 6.378 2.423
C -2.258 5.786 3.572
N -1.891 4.543 3.328
H -4.894 2.497 -2.042
H -2.703 0.965 -2.620
H -4.356 3.575 0.389
H -0.090 5.479 1.292
H 2.022 5.609 -0.572
H 2.036 3.176 -1.690
H -2.060 2.504 4.168
H -1.518 -0.151 4.840
H -0.422 -1.186 2.563
H -3.050 5.520 0.420
H -3.159 7.399 2.256
H -2.108 6.212 4.562
C 3.260 -2.861 0.030
C 3.960 -2.342 -1.202
C 4.483 -0.936 -1.108
Sb 3.041 0.723 -1.083
C 3.885 1.727 -2.664
C 5.151 2.287 -2.450
C 5.864 2.767 -3.534
C 5.337 2.680 -4.809
C 4.083 2.110 -5.021
C 3.365 1.634 -3.944
C 3.499 1.645 0.720
C 4.603 2.411 1.101
C 4.657 2.983 2.379
C 3.620 2.780 3.284
C 2.520 2.025 2.923
C 2.498 1.471 1.682
Sb 1.259 -2.098 0.226
C 0.444 -2.535 -1.701
C 0.123 -1.419 -2.491
C -0.351 -1.490 -3.781
C -0.537 -2.738 -4.353
C -0.262 -3.873 -3.602
C 0.296 -3.786 -2.322
C 0.714 -3.390 1.756
C 1.165 -2.966 3.020
C 1.194 -3.872 4.064
C 0.800 -5.206 3.872
C 0.329 -5.604 2.629
C 0.343 -4.715 1.542
H 3.802 -2.616 0.951
H 3.082 -3.937 0.014
H 3.329 -2.473 -2.095
H 4.807 -2.980 -1.356
H 5.137 -0.688 -1.974
H 5.046 -0.784 -0.190
H 5.575 2.338 -1.470
H 6.848 3.174 -3.382
H 5.913 2.998 -5.677
H 3.695 2.029 -6.035
H 2.358 1.234 -4.074
H 5.454 2.585 0.455
H 5.521 3.567 2.700
H 3.643 3.181 4.277
H 1.707 1.843 3.613
H 1.678 0.758 1.500
H 0.530 -0.454 -2.237
H -0.453 -0.584 -4.361
H -0.851 -2.850 -5.393
H -0.410 -4.855 -4.067
H 0.646 -4.694 -1.870
H 1.547 -1.965 3.200
H 1.540 -3.582 5.067
H 0.873 -5.900 4.706
H 0.047 -6.635 2.472
H 0.096 -5.101 0.558
C -4.280 -4.032 -1.322
N -4.528 -2.663 -1.734
C -5.532 -2.090 -0.796
N -5.076 -1.997 0.593
C -4.664 -3.315 1.002
N -3.727 -3.834 0.021
C -2.405 -3.329 0.107
P -2.428 -1.461 -0.278
C -3.364 -1.858 -1.905
C -3.940 -1.067 0.720
H -3.580 -4.561 -1.965
H -5.246 -4.554 -1.229
H -6.382 -2.776 -0.832
H -5.841 -1.105 -1.166
H -5.511 -3.981 1.018
H -4.167 -3.310 1.968
H -1.750 -3.819 -0.613
H -2.034 -3.485 1.123
H -2.662 -2.309 -2.609
H -3.678 -0.879 -2.273
H -4.312 -0.070 0.418
H -3.638 -1.027 1.769
*
```